# 1
# C6H38O22

A 19-piece molecular cluster, C6H38O22 overall (the ωB97M-V functional and the def2-TZVPD basis, OMol25).

Values from the calculation:
Strongest force on any atom = 0.108 hartree/bohr
E_LUMO = 0.14585 Eh
Total charge = -2
Energy = -1906.81019 a.u.
HOMO-LUMO gap = 7.24 eV
Energy relative to the best compared isomer or geometry (same formula, charge and spin) = 2.0185 eV

Last column: natural (NBO) charge in e.
CARTESIAN COORDINATES (ANGSTROEM)
C (18.062, -4.025, 30.261)  -0.537
C (17.952, -2.891, 29.562)  0.405
C (16.975, -2.805, 28.361)  0.432
O (16.765, -1.700, 27.663)  -0.730
C (16.321, -3.924, 27.884)  -0.523
C (16.399, -5.177, 28.591)  0.419
C (17.282, -5.241, 29.941)  0.537
O (17.208, -6.291, 30.585)  -0.728
O (15.870, -6.214, 28.176)  -0.773
O (18.661, -1.907, 30.008)  -0.780
H (18.722, -4.046, 31.116)  0.198
H (15.597, -3.872, 27.084)  0.217
O (13.366, -5.709, 27.061)  -0.975
H (14.276, -5.874, 27.307)  0.485
H (13.424, -5.183, 26.264)  0.461
O (19.458, 1.044, 29.671)  -0.963
H (19.762, 1.079, 30.578)  0.465
H (18.964, 0.226, 29.615)  0.493
O (19.187, -0.019, 32.509)  -0.964
H (18.969, -0.660, 31.834)  0.503
H (18.483, -0.099, 33.153)  0.458
O (17.938, -6.714, 26.242)  -0.941
H (17.330, -7.117, 25.621)  0.452
H (17.377, -6.360, 26.931)  0.481
O (19.060, -6.331, 32.654)  -0.988
H (19.292, -5.434, 32.897)  0.483
H (18.459, -6.231, 31.916)  0.478
O (15.579, -8.607, 27.018)  -0.963
H (16.095, -7.902, 27.409)  0.504
H (15.350, -8.282, 26.147)  0.449
O (13.835, -7.989, 29.382)  -0.966
H (14.399, -7.308, 29.015)  0.489
H (13.950, -8.737, 28.796)  0.470
O (15.726, -6.310, 32.922)  -0.959
H (16.110, -5.915, 32.138)  0.484
H (16.471, -6.465, 33.502)  0.468
O (15.486, 0.426, 29.350)  -0.962
H (15.012, -0.117, 29.981)  0.452
H (15.749, -0.182, 28.659)  0.503
O (14.021, -2.719, 29.362)  -0.940
H (14.550, -3.509, 29.254)  0.483
H (14.262, -2.385, 30.226)  0.452
O (13.693, -3.760, 24.900)  -0.948
H (13.227, -2.925, 24.929)  0.496
H (13.117, -4.340, 24.402)  0.475
O (15.739, -1.992, 24.895)  -0.986
H (15.972, -2.169, 25.806)  0.497
H (15.173, -2.723, 24.646)  0.476
O (19.184, -3.666, 33.882)  -0.947
H (18.869, -2.986, 33.286)  0.483
H (19.093, -3.282, 34.754)  0.470
O (17.743, -8.685, 29.593)  -0.973
H (17.658, -7.746, 29.756)  0.488
H (17.030, -9.081, 30.093)  0.464
O (20.079, -0.776, 27.005)  -0.982
H (20.683, -1.253, 27.574)  0.480
H (19.260, -0.740, 27.500)  0.476
O (21.602, -2.413, 28.554)  -0.953
H (20.880, -2.460, 29.180)  0.498
H (21.585, -3.257, 28.102)  0.478
O (20.981, -6.332, 30.652)  -0.950
H (21.208, -7.220, 30.931)  0.463
H (20.031, -6.284, 30.756)  0.480
O (14.339, 0.316, 25.580)  -0.975
H (15.042, -0.329, 25.663)  0.500
H (14.380, 0.822, 26.392)  0.464

=====

# 2
# C6H6

One molecule with the formula C6H6 (the ωB97M-V functional and the def2-TZVPD basis, OMol25).

Values from the calculation:
Strongest force on any atom = 0.011 hartree/bohr
E_LUMO = 0.03600 Eh
Energy = -232.09330 a.u.
HOMO-LUMO gap = 10.55 eV
Energy relative to the best compared isomer or geometry (same formula, charge and spin) = 3.6198 eV

Last column: natural (NBO) charge in e.
CARTESIAN COORDINATES (ANGSTROEM)
C (2.297, 0.055, 1.402)  -0.682
C (1.133, 0.273, 0.542)  0.022
C (0.178, 0.442, -0.172)  -0.027
C (-0.982, 0.654, -1.052)  -0.536
C (-1.972, -0.432, -0.983)  0.001
C (-2.808, -1.294, -0.915)  -0.231
H (2.090, 0.361, 2.432)  0.235
H (2.577, -1.003, 1.413)  0.236
H (3.158, 0.629, 1.045)  0.235
H (-0.638, 0.773, -2.087)  0.256
H (-1.480, 1.594, -0.784)  0.256
H (-3.554, -2.054, -0.842)  0.236

=====

# 3
# C6H14N2O2

A 2-piece molecular cluster, C6H14N2O2 overall (the ωB97M-V functional and the def2-TZVPD basis, OMol25).

Values from the calculation:
Strongest force on any atom = 0.055 hartree/bohr
E_LUMO = 0.01862 Eh
Energy = -497.00735 a.u.
HOMO-LUMO gap = 10.21 eV
Energy relative to the best compared isomer or geometry (same formula, charge and spin) = 1.3654 eV

Last column: natural (NBO) charge in e.
CARTESIAN COORDINATES (ANGSTROEM)
C (1.860, -2.324, 0.826)  -0.729
C (-0.804, -0.084, 2.120)  -0.422
C (1.145, -1.500, 1.933)  0.687
O (1.299, -1.701, 3.110)  -0.603
N (0.361, -0.526, 1.401)  -0.641
H (1.484, -1.977, -0.132)  0.201
H (0.255, -0.333, 0.418)  0.403
H (-0.599, 0.547, 2.986)  0.208
H (2.906, -2.522, 1.056)  0.248
H (1.570, -3.393, 0.851)  0.239
H (-1.478, 0.474, 1.470)  0.203
H (-1.363, -0.914, 2.572)  0.197
C (-1.993, -0.149, -1.512)  -0.438
C (0.865, 2.459, -1.565)  -0.703
C (-0.478, 1.789, -1.506)  0.661
O (-1.421, 2.546, -1.337)  -0.621
N (-0.629, 0.428, -1.571)  -0.644
H (0.175, -0.071, -1.902)  0.396
H (-2.086, -0.535, -0.504)  0.203
H (1.203, 2.935, -0.648)  0.250
H (-2.661, 0.707, -1.529)  0.249
H (-2.239, -0.745, -2.375)  0.213
H (1.691, 1.744, -1.764)  0.196
H (0.937, 3.144, -2.400)  0.244

=====

# 4
# C9H16Cl2IN2O3

A 2-piece molecular cluster, C9H16Cl2IN2O3 overall (the ωB97M-V functional and the def2-TZVPD basis, OMol25).

Values from the calculation:
Strongest force on any atom = 0.116 hartree/bohr
E_LUMO = 0.08431 Eh
Total charge = -1
Energy = -1905.79398 a.u.
HOMO-LUMO gap = 6.76 eV

Last column: natural (NBO) charge in e.
CARTESIAN COORDINATES (ANGSTROEM)
C (-3.702, 3.287, -1.730)  -0.676
C (-2.194, 3.746, -1.516)  0.009
Cl (-1.840, 5.180, -0.401)  -0.066
C (-1.139, 3.078, -2.168)  0.000
Cl (0.567, 3.707, -1.822)  -0.062
C (-1.260, 1.867, -3.190)  -0.218
N (-2.189, 0.777, -2.774)  -0.743
I (-1.425, -0.227, -1.122)  0.200
C (-1.564, 2.337, -4.722)  0.728
O (-0.702, 2.089, -5.633)  -0.716
O (-2.732, 2.978, -5.087)  -0.804
H (-4.330, 3.844, -0.935)  0.208
H (-3.877, 2.175, -1.547)  0.253
H (-4.104, 3.648, -2.749)  0.277
H (-0.207, 1.390, -3.247)  0.217
H (-2.281, 0.066, -3.526)  0.391
C (2.715, -3.358, 3.513)  -0.614
C (2.340, -1.881, 3.439)  -0.080
C (1.012, -1.619, 2.698)  -0.076
O (1.103, -1.711, 1.281)  -0.544
C (1.035, -3.033, 0.772)  -0.252
N (3.451, -1.137, 2.834)  -0.828
H (3.104, -3.741, 2.568)  0.204
H (3.495, -3.514, 4.263)  0.215
H (1.853, -3.968, 3.800)  0.200
H (2.213, -1.529, 4.469)  0.185
H (0.711, -0.586, 2.904)  0.189
H (0.205, -2.258, 3.077)  0.162
H (0.370, -3.669, 1.364)  0.165
H (2.035, -3.469, 0.723)  0.162
H (0.649, -2.981, -0.249)  0.200
H (3.240, -0.142, 2.876)  0.354
H (3.446, -1.343, 1.834)  0.359

=====

# 5
# C4H13N2

A 2-piece molecular cluster, C4H13N2 overall (the ωB97M-V functional and the def2-TZVPD basis, OMol25).

Values from the calculation:
Strongest force on any atom = 0.006 hartree/bohr
E_LUMO = -0.12758 Eh
Total charge = +1
Energy = -269.47749 a.u.
HOMO-LUMO gap = 11.61 eV
Energy relative to the best compared isomer or geometry (same formula, charge and spin) = 0.6312 eV

Last column: natural (NBO) charge in e.
CARTESIAN COORDINATES (ANGSTROEM)
C (-0.292, -0.487, -2.374)  -0.605
C (0.727, -1.429, -2.998)  -0.607
H (-0.917, -1.019, -1.646)  0.177
H (-0.962, -0.062, -3.119)  0.227
H (0.199, 0.335, -1.851)  0.180
H (0.244, -2.316, -3.407)  0.220
H (1.250, -0.939, -3.822)  0.221
H (1.464, -1.775, -2.273)  0.197
C (1.626, -0.073, 1.290)  -0.416
N (0.408, 0.570, 1.798)  -0.495
C (-0.735, 0.522, 1.180)  0.391
N (-1.840, 1.088, 1.601)  -0.711
H (2.081, -0.653, 2.092)  0.238
H (2.321, 0.678, 0.917)  0.233
H (1.361, -0.754, 0.483)  0.227
H (0.519, 1.136, 2.632)  0.422
H (-0.762, -0.017, 0.239)  0.237
H (-1.882, 1.581, 2.483)  0.424
H (-2.687, 1.013, 1.061)  0.441

=====

# 6
# C10H34O10

A 7-piece molecular cluster, C10H34O10 overall (the ωB97M-V functional and the def2-TZVPD basis, OMol25).

Values from the calculation:
Strongest force on any atom = 0.040 hartree/bohr
E_LUMO = 0.01432 Eh
Energy = -1153.66371 a.u.
HOMO-LUMO gap = 9.84 eV
Energy relative to the best compared isomer or geometry (same formula, charge and spin) = 0.6834 eV

Last column: natural (NBO) charge in e.
CARTESIAN COORDINATES (ANGSTROEM)
C (1.749, -0.483, -8.221)  -0.248
O (1.787, 0.849, -8.713)  -0.739
H (1.300, -1.179, -8.926)  0.174
H (2.760, -0.804, -7.938)  0.163
H (1.221, -0.506, -7.258)  0.165
H (1.392, 0.852, -9.592)  0.483
C (1.068, 1.006, -12.658)  -0.258
O (0.636, -0.001, -11.749)  -0.741
H (1.078, 0.633, -13.686)  0.169
H (0.430, 1.892, -12.643)  0.195
H (2.078, 1.330, -12.385)  0.161
H (0.691, -0.851, -12.185)  0.475
C (5.826, 4.081, -11.899)  -0.250
O (5.718, 5.109, -12.892)  -0.735
H (6.796, 4.172, -11.400)  0.170
H (5.066, 4.214, -11.121)  0.168
H (5.721, 3.110, -12.374)  0.181
H (6.162, 5.886, -12.549)  0.468
C (1.634, 3.911, -10.475)  -0.245
O (0.651, 4.457, -11.329)  -0.773
H (1.320, 3.930, -9.428)  0.183
H (1.811, 2.862, -10.720)  0.156
H (2.577, 4.461, -10.430)  0.171
H (1.146, 4.787, -12.114)  0.511
C (2.284, 6.101, -14.204)  -0.092
C (1.698, 5.813, -15.568)  -0.081
O (1.523, 7.002, -16.319)  -0.710
O (2.383, 4.906, -13.430)  -0.755
H (1.737, 6.810, -13.583)  0.213
H (3.288, 6.517, -14.343)  0.173
H (0.802, 5.188, -15.478)  0.165
H (2.425, 5.186, -16.109)  0.145
H (1.223, 6.736, -17.193)  0.471
H (3.052, 4.307, -13.773)  0.489
C (4.004, 8.241, -11.837)  -0.080
C (2.924, 7.540, -11.064)  -0.089
O (1.629, 8.037, -11.331)  -0.722
O (4.071, 9.617, -11.422)  -0.712
H (3.751, 8.176, -12.900)  0.165
H (4.984, 7.779, -11.695)  0.150
H (3.135, 7.484, -9.991)  0.178
H (2.930, 6.497, -11.422)  0.162
H (1.053, 7.417, -10.865)  0.484
H (4.692, 10.024, -12.037)  0.461
C (-1.640, 6.236, -9.366)  -0.091
C (-0.626, 7.311, -9.004)  -0.094
O (0.655, 6.707, -8.768)  -0.752
O (-1.579, 6.038, -10.759)  -0.743
H (-2.653, 6.551, -9.099)  0.175
H (-1.470, 5.358, -8.734)  0.155
H (-0.939, 7.816, -8.080)  0.157
H (-0.526, 8.079, -9.763)  0.201
H (0.623, 6.076, -8.048)  0.472
H (-0.814, 5.445, -10.922)  0.501